1.
{
  "formula": "C20H29BaI2N",
  "method": "wB97M-V/def2-TZVPD",
  "elements": ["Ba", "C", "C", "C", "C", "C", "C", "C", "C", "C", "C", "H", "H", "H", "H", "H", "H", "H", "H", "H", "H", "H", "H", "H", "H", "H", "C", "N", "C", "C", "C", "C", "C", "C", "C", "C", "H", "H", "H", "H", "H", "H", "H", "H", "H", "H", "H", "H", "I", "C", "I", "H", "H"],
  "coordinates": [[-0.3688, -0.1861, 0.1654], [1.0006, -1.0900, 2.5525], [-0.2219, -1.7789, 2.6686], [-1.2368, -0.8250, 2.9128], [-0.6357, 0.4577, 2.9469], [0.7459, 0.2927, 2.7234], [1.7904, 1.3628, 2.5767], [-1.3748, 1.7478, 3.1646], [-2.6767, -1.1217, 3.2215], [-0.4491, -3.2615, 2.5510], [2.3546, -1.6598, 2.2364], [2.5881, 1.2385, 3.3143], [1.3763, 2.3599, 2.7270], [2.2731, 1.3557, 1.5892], [-1.7799, 1.8128, 4.1782], [-2.2163, 1.8752, 2.4738], [-0.7192, 2.6098, 3.0364], [-2.8499, -1.2248, 4.2978], [-3.0081, -2.0515, 2.7542], [-3.3418, -0.3242, 2.8777], [0.4900, -3.8068, 2.4540], [-1.0672, -3.5257, 1.6842], [-0.9602, -3.6611, 3.4301], [3.0722, -1.4494, 3.0346], [2.7809, -1.2420, 1.3161], [2.3218, -2.7435, 2.1197], [2.7350, 0.9867, -1.5824], [1.8474, -0.1688, -1.6978], [2.6319, -1.3997, -1.7135], [1.0431, -0.0914, -2.9330], [0.1442, 1.1308, -3.0380], [0.3385, 1.9256, -4.1732], [-0.4082, 3.0725, -4.3865], [-1.3525, 3.4269, -3.4322], [-1.5281, 2.6285, -2.3084], [-0.8185, 1.4426, -2.0512], [3.4444, 1.0305, -2.4216], [3.3023, 0.9191, -0.6524], [2.1477, 1.9038, -1.5832], [3.3056, -1.4352, -2.5817], [1.9674, -2.2659, -1.7641], [3.2329, -1.4752, -0.8077], [0.4451, -1.0063, -2.9773], [1.7122, -0.1181, -3.8069], [1.0954, 1.6452, -4.9017], [-0.2462, 3.6779, -5.2690], [-1.9499, 4.3237, -3.5553], [-2.2834, 2.9515, -1.5923], [-2.0728, -2.7310, -2.2885], [-3.9024, -1.6523, -2.1139], [-4.0637, -0.5601, -0.2970], [-4.7086, -2.3726, -2.1424], [-3.9462, -0.9498, -2.9358]],
  "forces_ev_per_angstrom": [[-0.167, -0.132, -0.238], [0.131, 0.002, -0.042], [-0.113, -0.089, 0.035], [0.019, 0.121, 0.026], [-0.175, -0.040, 0.050], [0.129, 0.027, -0.047], [-0.026, -0.004, 0.168], [0.110, 0.014, 0.115], [0.028, -0.030, 0.006], [0.018, 0.026, 0.029], [-0.028, -0.028, 0.149], [0.053, 0.009, -0.056], [-0.005, 0.003, -0.031], [0.015, 0.009, 0.021], [-0.065, -0.002, -0.026], [-0.022, -0.002, 0.024], [-0.021, 0.009, -0.033], [0.013, -0.004, 0.004], [-0.017, 0.012, -0.011], [-0.004, 0.003, 0.005], [0.001, 0.007, -0.010], [-0.011, -0.015, 0.012], [-0.005, 0.000, 0.002], [0.027, 0.019, -0.032], [0.031, 0.000, 0.031], [-0.003, 0.004, -0.044], [-0.036, -0.047, 0.007], [-0.004, -0.006, 0.010], [-0.039, 0.083, 0.002], [-0.153, 0.105, -0.022], [0.065, 0.264, -0.246], [0.120, -0.104, -0.016], [-0.099, -0.010, 0.156], [0.035, 0.033, -0.073], [-0.172, -0.145, 0.145], [0.273, -0.068, -0.108], [0.007, 0.007, -0.002], [0.011, 0.015, -0.012], [0.001, 0.001, 0.010], [0.008, -0.030, -0.002], [0.012, -0.006, -0.005], [0.012, -0.009, -0.010], [-0.046, -0.060, 0.015], [0.051, -0.044, 0.024], [-0.013, 0.008, -0.001], [-0.011, 0.016, -0.010], [0.021, 0.013, -0.038], [-0.005, 0.015, -0.007], [-0.119, 0.033, 0.044], [0.192, 0.094, 0.097], [-0.040, -0.099, -0.067], [-0.006, 0.003, -0.005], [0.025, 0.019, 0.006]],
  "homo_ev": -6.974,
  "e_tot_ev": -39595.1001,
  "charge": 0,
  "e_above_lowest_kcal_mol": 1.7
}

---

2.
{
  "formula": "C6H12O",
  "method": "wB97M-V/def2-TZVPD",
  "elements": ["C", "C", "C", "O", "H", "H", "H", "H", "H", "H", "C", "C", "C", "H", "H", "H", "H", "H", "H"],
  "coordinates": [[0.1347, 1.0908, 0.3300], [0.7656, 0.9448, 1.7067], [1.9538, -1.3150, -1.1224], [2.4541, -1.8135, -0.1242], [2.4114, -0.4790, -1.6760], [-0.4698, 2.0049, 0.3314], [0.9144, 1.2703, -0.4194], [0.0549, 0.5630, 2.4462], [1.6346, 0.2798, 1.6745], [1.1119, 1.9218, 2.0620], [-1.7846, 0.3635, -1.2241], [-0.8327, -0.0590, -0.1372], [-1.0266, -1.1981, 0.5458], [0.9479, -1.6057, -1.4996], [-1.2531, 0.9215, -2.0019], [-2.2730, -0.4968, -1.6929], [-2.5647, 1.0134, -0.8150], [-1.8356, -1.8777, 0.2937], [-0.3435, -1.5291, 1.3225]],
  "forces_ev_per_angstrom": [[-0.771, -0.870, -0.326], [0.249, -0.114, 0.057], [0.032, -0.570, 1.419], [-0.703, 0.794, -1.723], [0.351, -0.069, 0.074], [-0.088, -0.108, -0.141], [-0.081, -0.079, -0.051], [0.069, 0.023, -0.150], [-0.171, -0.015, 0.114], [0.009, -0.157, -0.082], [0.130, -0.176, -0.237], [-0.080, 0.682, 1.384], [0.589, 0.464, -0.486], [0.434, -0.201, 0.173], [-0.120, -0.001, 0.020], [0.063, 0.127, 0.092], [0.114, 0.038, -0.061], [0.142, 0.041, -0.146], [-0.167, 0.191, 0.071]],
  "homo_ev": -9.341,
  "e_tot_ev": -8462.5016,
  "smiles": "C=C(C)CC.C=O",
  "charge": 0,
  "e_above_lowest_kcal_mol": 42.7
}

---

3.
{
  "formula": "C18H19N3O",
  "method": "wB97M-V/def2-TZVPD",
  "elements": ["C", "C", "O", "N", "H", "C", "H", "H", "C", "C", "N", "C", "C", "C", "C", "C", "C", "N", "C", "C", "C", "C", "C", "C", "C", "H", "H", "H", "H", "H", "H", "H", "H", "H", "H", "H", "H", "H", "H", "H", "H"],
  "coordinates": [[2.1591, 1.9066, 4.3916], [0.8248, 2.1503, 3.7157], [0.0685, 3.0488, 4.0244], [0.5411, 1.2398, 2.7576], [1.2605, 0.6135, 2.4068], [-0.5922, 1.3721, 1.8802], [-1.1817, 0.4481, 1.8975], [-1.2038, 2.1949, 2.2582], [-0.1473, 1.6642, 0.4380], [0.6846, 0.5494, -0.0953], [1.6549, -0.0176, 0.5704], [2.1559, -0.9996, -0.2442], [3.1868, -1.9072, -0.0338], [3.4699, -2.7974, -1.0479], [2.7521, -2.7960, -2.2452], [1.7250, -1.9021, -2.4732], [1.4350, -1.0025, -1.4601], [0.5070, 0.0061, -1.3393], [-0.4990, 0.3623, -2.3055], [-1.8897, -0.0084, -1.8434], [-2.1064, -1.1999, -1.1632], [-3.3776, -1.5387, -0.7359], [-4.4447, -0.6937, -0.9894], [-4.2361, 0.4922, -1.6722], [-2.9636, 0.8348, -2.0945], [-2.8031, 1.7640, -2.6234], [-5.0641, 1.1555, -1.8730], [-5.4366, -0.9587, -0.6558], [-3.5347, -2.4659, -0.2053], [-1.2767, -1.8636, -0.9646], [-0.4452, 1.4364, -2.5159], [-0.2678, -0.1712, -3.2332], [1.1746, -1.9141, -3.4028], [3.0066, -3.5131, -3.0113], [4.2645, -3.5169, -0.9180], [3.7383, -1.9064, 0.8926], [0.4424, 2.5854, 0.4360], [-1.0289, 1.8112, -0.1850], [2.3165, 2.6553, 5.1622], [2.9609, 1.9650, 3.6591], [2.1703, 0.9168, 4.8412]],
  "forces_ev_per_angstrom": [[-0.135, 0.230, 0.083], [0.265, -0.322, 0.116], [-0.165, 0.400, 0.147], [0.043, -0.255, -0.182], [0.000, 0.153, 0.215], [-0.189, 0.121, -0.079], [-0.028, 0.123, -0.029], [0.029, -0.156, -0.074], [-0.123, 0.041, 0.227], [0.019, 0.071, -0.057], [0.039, 0.134, 0.297], [-0.302, -0.122, -0.675], [-0.080, 0.050, -0.054], [0.142, -0.095, 0.084], [-0.031, -0.049, -0.118], [-0.130, 0.009, -0.166], [0.552, -0.250, 0.392], [0.253, 0.027, 0.152], [-0.286, 0.102, -0.213], [-0.056, 0.023, -0.045], [0.045, 0.033, -0.024], [-0.002, -0.070, 0.018], [-0.096, 0.010, 0.005], [-0.101, 0.019, -0.006], [0.130, -0.057, -0.047], [0.027, 0.112, -0.035], [-0.073, 0.057, -0.005], [-0.084, -0.017, 0.037], [-0.016, -0.076, 0.046], [0.100, -0.058, 0.045], [-0.009, -0.163, -0.038], [0.044, 0.152, 0.106], [-0.028, -0.019, -0.086], [0.012, -0.049, -0.063], [0.065, -0.055, 0.016], [0.067, 0.003, 0.112], [-0.055, 0.002, -0.056], [0.018, 0.058, -0.009], [-0.013, 0.015, -0.005], [0.107, -0.036, -0.051], [0.044, -0.094, 0.022]],
  "homo_ev": -8.639,
  "e_tot_ev": -25493.7479,
  "smiles": "CC(=O)NCCc1nc2ccccc2n1Cc1ccccc1",
  "charge": 0,
  "e_above_lowest_kcal_mol": 0.0
}